Arrangement 1

{"formula": "C5H14NO", "method": "ωB97M-V/def2-TZVPD", "homo_energy_ev": -14.593, "charge": 1, "gap_ev": 6.532, "species": ["H", "C", "O", "H", "H", "H", "H", "H", "N", "H", "H", "H", "H", "H", "C", "C", "C", "H", "C", "H", "H"], "coordinates": [[-2.222, -0.326, 0.617], [0.148, -2.278, -0.311], [-0.807, 2.554, 0.436], [0.798, -3.081, -0.667], [-0.831, -2.459, -0.762], [-1.839, -0.777, -0.915], [-0.010, -0.929, 1.937], [-0.743, 2.337, 1.372], [-1.674, -0.083, -0.198], [1.017, 1.907, -0.212], [-0.342, 1.711, -1.326], [1.670, -1.329, 1.243], [2.861, -1.292, -0.165], [0.097, 0.131, 1.237], [-0.299, 0.141, 0.106], [0.664, -0.845, -0.520], [-0.032, 1.621, -0.287], [0.724, -0.702, -1.604], [1.979, -0.854, 0.299], [2.293, 0.164, 0.552], [0.020, -2.342, 0.796]], "nbo_charge": [0.3989, -0.5593, -0.6625, 0.2639, 0.2202, 0.3946, 0.3876, 0.4656, -0.7776, 0.1907, 0.2432, 0.1956, 0.2657, 0.1464, 0.0743, -0.3093, -0.0543, 0.2989, -0.5860, 0.2212, 0.1822]}

=====

Arrangement 2

{"formula": "C5H14NO", "method": "ωB97M-V/def2-TZVPD", "homo_energy_ev": -12.504, "charge": 1, "gap_ev": 9.584, "species": ["H", "H", "H", "C", "N", "H", "H", "H", "H", "O", "C", "C", "H", "H", "H", "C", "H", "H", "H", "C", "H"], "coordinates": [[1.277, -2.574, 0.831], [1.238, 4.911, 0.308], [-0.268, -0.250, 0.136], [-0.332, -1.772, -1.420], [-0.217, -1.324, -0.028], [-1.025, -1.171, -2.019], [1.094, -1.176, 1.808], [-1.221, -1.435, 1.818], [-2.231, -1.603, 0.239], [-0.220, 1.900, -0.129], [0.463, 4.147, 0.032], [0.757, 2.867, 0.027], [0.675, -1.622, -1.889], [1.889, -0.951, 0.173], [-1.378, -3.121, 0.705], [1.083, -1.574, 0.702], [-0.445, -2.812, -1.639], [-0.561, 4.459, -0.179], [1.790, 2.496, -0.016], [-1.342, -1.921, 0.759], [-1.027, 2.524, -0.219]], "nbo_charge": [0.2286, 0.2457, 0.4918, -0.4487, -0.3879, 0.2532, 0.2486, 0.2418, 0.2301, -0.7392, -0.4956, 0.1156, 0.2373, 0.2418, 0.2535, -0.4259, 0.2508, 0.1972, 0.1941, -0.4287, 0.4959]}

=====

Arrangement 3

{"formula": "C5H14NO", "method": "ωB97M-V/def2-TZVPD", "homo_energy_ev": -13.676, "charge": 1, "gap_ev": 10.320, "species": ["H", "H", "H", "H", "C", "C", "H", "O", "H", "C", "H", "C", "H", "H", "C", "H", "N", "H", "H", "H", "H"], "coordinates": [[0.305, -1.634, -2.017], [0.308, 0.329, 1.146], [-1.052, 1.948, -1.159], [-1.959, -0.795, 0.897], [-0.473, -2.293, -1.711], [-0.421, 1.656, -0.359], [-1.996, -0.227, -0.767], [2.137, 1.174, 2.208], [0.019, -3.465, -1.586], [-0.823, -2.025, -0.295], [3.020, 1.376, 2.548], [-1.349, -0.606, 0.023], [0.019, -2.213, 0.453], [1.490, 2.271, 0.572], [-0.375, 0.429, 0.289], [-1.254, -2.266, -2.379], [0.680, 2.606, 0.001], [0.098, 3.294, 0.613], [1.065, 3.059, -0.783], [2.150, 0.213, 2.224], [-1.589, -2.831, 0.083]], "nbo_charge": [0.1985, 0.2125, 0.2389, 0.2528, -0.5926, -0.1239, 0.2144, -0.9702, 0.2168, -0.3794, 0.4992, -0.4833, 0.1982, 0.4808, -0.0726, 0.2159, -0.7099, 0.4562, 0.4335, 0.4897, 0.2245]}

=====

Arrangement 4

{"formula": "C5H14NO", "method": "ωB97M-V/def2-TZVPD", "homo_energy_ev": -11.699, "charge": 1, "gap_ev": 4.509, "species": ["H", "H", "H", "H", "C", "H", "N", "H", "H", "C", "C", "C", "H", "H", "O", "H", "H", "H", "H", "H", "C"], "coordinates": [[3.175, 0.216, -1.497], [1.755, 1.961, 1.357], [-0.191, -0.212, -2.013], [-0.984, 1.723, 0.734], [-0.392, -0.211, -0.935], [-0.059, 0.755, -0.551], [2.994, 0.090, -0.506], [-2.407, 1.575, 1.983], [2.154, 0.958, 0.098], [-2.558, 0.362, 0.217], [0.389, -1.298, -0.200], [-1.845, -0.411, -0.698], [-2.452, -1.089, -1.293], [-3.529, 0.022, 0.495], [1.293, 1.564, 0.613], [-0.829, -2.308, 1.164], [3.826, -0.401, -0.189], [1.093, -0.780, 0.483], [-0.314, -1.828, 0.574], [0.857, -2.031, -0.843], [-1.978, 1.344, 1.008]], "nbo_charge": [0.3520, 0.4763, 0.2865, 0.2612, -0.5801, 0.3164, -0.9540, 0.2341, 0.4680, -0.3780, -0.3434, 0.2169, 0.2382, 0.2518, -1.1153, 0.2962, 0.3635, 0.3322, -0.0230, 0.2726, 0.0280]}

=====

Which structure loses on stability? arrangement 4 does.

=====

Arrangement 1

{"formula": "C5H14NO", "method": "ωB97M-V/def2-TZVPD", "homo_energy_ev": -13.633, "charge": 1, "gap_ev": 7.977, "species": ["N", "H", "H", "C", "H", "H", "H", "H", "C", "H", "H", "C", "H", "H", "H", "H", "H", "O", "H", "C", "C"], "coordinates": [[0.672, 2.300, 0.258], [0.558, -1.880, 0.712], [0.129, -1.120, -1.907], [1.513, -0.004, 0.068], [1.167, 4.049, -0.750], [2.106, 0.179, 0.974], [-0.401, -0.530, 1.014], [-1.410, -0.675, -1.078], [0.330, -0.908, 0.289], [-0.688, -2.291, -0.996], [2.231, -0.570, -0.533], [1.233, 1.306, -0.657], [-3.846, -3.882, 0.628], [2.086, 1.621, -1.257], [0.745, 2.087, 1.252], [0.103, 4.157, 0.808], [-3.557, -3.924, 2.137], [-3.536, -3.349, 1.364], [0.429, 1.092, -1.369], [-0.476, -1.226, -1.004], [0.610, 3.570, 0.050]], "nbo_charge": [-0.3924, 0.2417, 0.2016, -0.4263, 0.2341, 0.2185, 0.2052, 0.2171, -0.4237, 0.2397, 0.2452, -0.2681, 0.4734, 0.2478, 0.4514, 0.2298, 0.4753, -0.9483, 0.2494, -0.6292, 0.1578]}

=====

Arrangement 2

{"formula": "C5H14NO", "method": "ωB97M-V/def2-TZVPD", "homo_energy_ev": -15.838, "charge": 1, "gap_ev": 12.828, "species": ["H", "H", "C", "H", "C", "H", "H", "H", "H", "H", "H", "O", "H", "C", "C", "C", "H", "H", "N", "H", "H"], "coordinates": [[-0.902, 1.459, 0.018], [-0.232, 2.126, -1.443], [0.760, 0.362, -0.833], [-1.924, -0.812, -1.032], [0.041, 1.648, -0.510], [1.652, -1.116, 0.284], [-0.346, 0.022, -2.583], [0.304, 1.870, 3.131], [1.017, 0.047, 1.250], [-1.193, -2.309, -1.359], [-0.305, -2.200, 0.985], [-0.047, 1.102, 2.646], [1.798, 0.596, -1.052], [-0.957, -1.318, -0.956], [-0.472, -1.247, 0.495], [0.090, -0.601, -1.813], [0.628, 2.292, 0.128], [0.827, -1.290, -2.203], [0.832, -0.529, 0.421], [-1.157, -0.649, 1.081], [-0.413, 0.548, 3.347]], "nbo_charge": [0.2254, 0.2475, -0.0209, 0.2347, -0.6401, 0.4274, 0.2489, 0.5009, 0.4683, 0.2513, 0.2367, -0.9761, 0.2240, -0.4388, -0.2343, -0.4215, 0.2324, 0.2266, -0.5213, 0.2370, 0.4919]}

=====

Arrangement 3

{"formula": "C5H14NO", "method": "ωB97M-V/def2-TZVPD", "homo_energy_ev": -13.450, "charge": 1, "gap_ev": 9.924, "species": ["H", "O", "H", "H", "H", "H", "H", "C", "C", "H", "C", "C", "H", "H", "N", "H", "H", "H", "H", "C", "H"], "coordinates": [[3.180, -2.414, -0.530], [2.908, -1.544, -0.838], [-1.130, -1.214, -0.955], [-0.534, 2.011, 0.800], [-1.701, -0.634, 1.675], [2.777, 0.889, 1.130], [-3.675, 0.459, -1.263], [-2.615, 0.398, -1.502], [-1.680, 0.098, 0.840], [1.093, -0.384, 1.961], [-0.420, 0.946, 1.006], [-1.900, -0.541, -0.552], [-2.200, 1.405, -1.527], [-2.606, -1.377, -0.339], [2.022, 0.720, 0.465], [2.104, 1.502, -0.189], [-2.481, 0.822, 1.032], [2.858, -1.516, -1.791], [2.260, -0.129, -0.098], [0.789, 0.381, 1.220], [-2.685, -0.039, -2.490]], "nbo_charge": [0.5163, -0.9758, 0.2163, 0.2222, 0.2341, 0.4285, 0.2243, -0.6228, -0.4431, 0.2270, -0.1063, -0.4141, 0.2023, 0.2302, -0.7201, 0.4383, 0.2264, 0.5053, 0.4809, -0.0986, 0.2287]}

=====

Arrangement 4

{"formula": "C5H14NO", "method": "ωB97M-V/def2-TZVPD", "homo_energy_ev": -15.214, "charge": 1, "gap_ev": 11.897, "smiles": "CCC[C@H]([NH3+])CO", "species": ["H", "N", "H", "H", "H", "H", "H", "H", "H", "H", "C", "C", "C", "C", "H", "H", "H", "H", "H", "C", "O"], "coordinates": [[-3.121, 1.259, 0.922], [1.269, 0.640, -0.367], [-0.899, 1.928, -1.049], [-2.438, 2.839, 0.620], [2.187, 0.454, 0.056], [-1.037, -0.629, -1.510], [1.038, 1.628, -0.269], [1.332, 0.452, -1.377], [0.746, -2.115, -0.838], [0.353, -2.334, 0.872], [-2.197, 1.784, 0.676], [-1.070, -0.183, -0.513], [-1.645, 1.237, -0.641], [0.872, -1.688, 0.166], [2.729, -2.357, 0.300], [0.125, -0.014, 1.259], [-1.514, 1.625, 1.507], [-2.435, 1.220, -1.390], [-1.802, -0.761, 0.053], [0.249, -0.292, 0.211], [2.248, -1.534, 0.491]], "nbo_charge": [0.2250, -0.6788, 0.1711, 0.2354, 0.4729, 0.2240, 0.4445, 0.4353, 0.1805, 0.2111, -0.6173, -0.4338, -0.3957, -0.0783, 0.5092, 0.2306, 0.1930, 0.2391, 0.2476, -0.0666, -0.7488]}

=====

Which structure loses on stability? arrangement 3 does.

=====

Arrangement 1

{"formula": "C19H27N3OS", "method": "ωB97M-V/def2-TZVPD", "homo_energy_ev": -8.181, "charge": 0, "gap_ev": 8.839, "smiles": "OCC[C@@H]1CN(Cc2nc3ccccc3s2)CCN1C1CCCC1", "species": ["N", "C", "C", "S", "C", "C", "H", "C", "H", "C", "H", "H", "N", "H", "H", "C", "H", "H", "H", "H", "H", "C", "H", "H", "C", "H", "C", "C", "C", "H", "H", "H", "C", "H", "C", "H", "H", "C", "C", "C", "C", "N", "H", "H", "H", "H", "H", "H", "C", "H", "O"], "coordinates": [[3.920, 1.376, -0.847], [-3.471, 0.454, -0.185], [-3.986, 0.023, 1.215], [2.863, 0.331, 1.275], [-1.012, 0.039, -0.575], [1.813, 2.467, -0.195], [-5.970, -0.877, 1.467], [4.358, -0.333, 0.684], [1.951, 3.249, 0.560], [0.181, 0.901, -1.006], [1.037, 0.266, -1.240], [6.253, 0.551, -1.997], [-2.108, 0.944, -0.284], [6.870, -2.544, 0.902], [7.601, -1.330, -1.101], [-3.821, -0.740, -1.076], [-0.093, 1.458, -1.919], [-3.135, -1.568, -0.900], [-1.504, -1.321, 1.035], [4.782, -1.917, 2.066], [-4.097, 1.299, -0.513], [-5.028, -1.080, 0.960], [-5.512, -2.118, -0.907], [1.869, 2.937, -1.191], [-1.778, 1.932, 0.722], [-0.269, 3.421, 1.094], [6.685, -1.037, -0.610], [2.918, 1.482, -0.066], [5.106, -1.385, 1.185], [-0.782, 3.308, -0.613], [-1.315, -0.548, -1.450], [-0.741, -2.589, -1.495], [4.767, 0.372, -0.470], [1.143, -1.749, -0.422], [-5.200, -1.134, -0.561], [-3.815, -0.484, -2.134], [-4.425, 0.873, 1.738], [5.945, 0.009, -1.117], [-0.606, -0.913, 0.569], [6.271, -1.728, 0.527], [0.247, -2.098, 0.109], [0.548, 1.809, 0.063], [0.575, -2.666, 0.984], [-5.943, -0.403, -0.885], [-2.626, 2.614, 0.820], [-1.581, 1.484, 1.707], [-0.045, -0.349, 1.314], [-3.172, -0.351, 1.833], [-0.546, 2.727, 0.296], [-4.656, -2.040, 1.319], [-0.462, -3.024, -0.682]], "nbo_charge": [-0.4526, -0.0158, -0.4356, 0.3568, -0.0294, -0.2765, 0.2088, -0.2347, 0.2228, -0.2266, 0.2059, 0.2233, -0.4679, 0.2155, 0.2154, -0.4179, 0.1806, 0.2004, 0.2094, 0.2196, 0.1856, -0.4046, 0.2116, 0.2007, -0.2142, 0.2006, -0.2208, 0.1310, -0.2198, 0.1680, 0.1923, 0.4596, 0.1574, 0.1573, -0.3945, 0.2148, 0.2070, -0.2076, -0.4703, -0.2074, -0.0575, -0.4457, 0.1832, 0.1952, 0.2048, 0.1726, 0.2275, 0.2064, -0.2197, 0.2028, -0.7178]}

=====

Arrangement 2

{"formula": "C19H27N3OS", "method": "ωB97M-V/def2-TZVPD", "homo_energy_ev": -7.793, "charge": 0, "gap_ev": 7.912, "species": ["H", "C", "H", "N", "H", "H", "S", "C", "H", "H", "C", "C", "C", "C", "H", "H", "H", "H", "H", "H", "H", "N", "C", "H", "C", "C", "C", "C", "C", "H", "H", "H", "C", "H", "H", "N", "H", "H", "H", "C", "C", "H", "C", "C", "H", "H", "O", "C", "C", "H", "H"], "coordinates": [[3.487, 0.650, -2.709], [1.181, -0.150, -3.378], [-6.568, 1.074, 3.314], [1.870, -0.917, -1.017], [1.429, 0.888, -3.095], [-0.195, -1.342, 0.781], [-1.673, 0.556, 4.471], [-5.138, 0.701, 1.873], [0.813, -2.313, 1.746], [5.577, 0.095, -0.906], [-3.869, 0.368, 1.262], [-0.354, -0.101, -4.340], [-4.617, 0.940, 4.007], [1.714, -1.704, -0.135], [-2.043, 0.717, -3.370], [-1.212, -0.738, -1.165], [0.159, 0.940, 0.594], [3.679, 0.019, 0.942], [-0.118, 0.796, -4.855], [1.408, -2.650, -0.655], [-0.138, -0.953, -4.816], [-1.666, 0.151, 1.883], [-5.423, 0.848, 3.100], [2.673, -1.995, 0.253], [0.785, -0.736, -1.982], [-0.744, 0.287, 3.120], [0.645, 0.033, 2.868], [-2.878, 0.553, 2.209], [-3.202, 0.493, 3.533], [0.930, -0.909, 3.827], [0.461, -1.848, -2.108], [4.219, -0.911, -1.349], [4.384, 0.062, -1.003], [1.020, 0.837, 3.503], [-4.661, 0.843, 4.930], [1.176, -0.346, 1.564], [3.911, 1.762, 0.332], [-1.930, -1.286, -3.275], [-3.809, 0.602, 0.090], [1.070, 0.836, 0.732], [2.153, 0.463, -0.389], [-6.023, 0.633, 0.943], [3.370, 0.611, 0.009], [-1.344, 0.080, -3.179], [1.863, 1.294, -0.941], [-0.485, 0.858, -1.428], [4.365, 0.685, -2.279], [0.808, -1.532, 1.168], [-0.657, -0.132, -1.983], [1.921, -0.675, -4.020], [1.676, 1.562, 1.321]], "nbo_charge": [0.4648, -0.4264, 0.2127, -0.4221, 0.1806, 0.1623, 0.4745, -0.1568, 0.2051, 0.1950, -0.1790, -0.3797, -0.1358, -0.1638, 0.2069, 0.2323, 0.2014, 0.2295, 0.2045, 0.1878, 0.2073, -0.4667, -0.2747, 0.1777, -0.0428, -0.0370, -0.2347, 0.0179, -0.2059, 0.1888, 0.1803, 0.1827, -0.0660, 0.2370, 0.1964, -0.4560, 0.2278, 0.1083, 0.2432, -0.1928, -0.1439, 0.1985, -0.4367, -0.2992, 0.2249, 0.1893, -0.7539, -0.2426, -0.4468, 0.2158, 0.2101]}

=====

Which structure loses on stability? arrangement 2 does.